104
Properties=species:S:1:pos:R:3:forces:R:3 method="wB97M-V/def2-TZVPD" charge=0 e_homo_ev=-9.83 smiles=CC(C)O.CC(C)O.OCCO.OCCO.OCCO.OCCO.OCCO.OCCO.OCCO.OCCO homo_lumo_gap_ev=9.90
C -1.641 -2.770 3.159 -0.22 -0.52 -1.49
C -2.608 -2.709 4.294 0.34 1.42 0.63
C -3.032 -4.038 4.853 -0.55 0.74 0.95
O -1.979 -1.890 5.307 -0.95 0.72 0.31
H -0.805 -3.489 3.341 -0.74 0.38 -0.28
H -1.209 -1.783 2.988 -0.02 0.02 0.04
H -2.252 -2.992 2.248 0.90 -0.26 0.38
H -3.515 -2.084 4.018 0.95 -0.88 0.20
H -3.649 -3.804 5.733 -0.18 -0.36 -0.34
H -2.247 -4.682 5.217 0.70 0.01 -0.11
H -3.576 -4.578 4.111 -0.63 -0.48 -0.41
H -1.217 -2.314 5.686 0.49 -0.57 0.07
C -0.729 2.729 4.167 -0.72 0.91 0.12
C -0.331 2.175 5.547 0.00 1.04 -1.39
C -1.414 2.334 6.572 -0.11 -0.24 1.30
O 0.075 0.855 5.315 0.48 -0.93 0.62
H 0.127 2.873 3.511 0.23 -0.08 0.14
H -1.230 3.708 4.288 0.17 -0.27 -0.18
H -1.415 2.069 3.622 0.02 -0.01 0.34
H 0.514 2.814 5.870 0.07 -0.85 -0.03
H -2.234 1.668 6.398 -0.61 -0.59 -0.39
H -1.841 3.330 6.562 0.12 0.33 0.02
H -1.096 2.104 7.616 0.11 0.22 -0.78
H -0.693 0.299 5.086 0.23 0.33 0.22
C 4.984 3.097 -1.019 -1.12 0.48 -0.92
C 3.752 2.177 -0.972 1.32 -0.83 -0.44
O 4.134 1.063 -0.131 -1.32 0.77 0.79
O 4.697 4.209 -1.907 1.02 -0.46 0.14
H 5.784 2.477 -1.403 0.31 -0.09 -0.17
H 5.300 3.483 -0.057 -0.25 -0.10 0.43
H 3.555 1.755 -1.967 0.29 0.22 0.04
H 2.814 2.618 -0.685 -0.23 0.53 0.55
H 3.648 1.231 0.703 0.69 -0.52 -0.55
H 5.566 4.501 -2.246 -0.80 -0.04 0.15
C 1.463 1.372 -6.560 -0.25 -0.76 -0.23
C 0.310 0.439 -6.186 0.99 0.22 0.12
O 0.685 -0.936 -6.191 0.07 0.53 0.20
O 2.552 1.171 -5.692 0.48 0.87 1.05
H 1.141 2.412 -6.598 -0.14 0.15 0.11
H 1.849 1.112 -7.533 -0.07 -0.12 -0.56
H -0.467 0.594 -6.907 -0.58 -0.23 -0.46
H -0.068 0.797 -5.226 -0.13 -0.34 0.36
H 1.382 -1.096 -5.515 -0.47 0.37 -0.18
H 2.472 1.808 -4.956 0.17 -0.66 -0.42
C -4.843 0.413 2.905 0.58 -0.11 1.53
C -3.402 0.521 2.418 -0.68 0.41 1.68
O -3.222 -0.220 1.308 0.39 -1.44 -2.36
O -5.735 1.240 2.232 -0.50 0.50 -0.77
H -4.810 0.741 3.981 -0.07 -0.54 -0.52
H -5.230 -0.625 2.854 0.35 0.57 -0.04
H -2.789 0.231 3.259 0.55 -0.78 0.49
H -3.139 1.567 2.356 -0.08 0.84 -0.68
H -2.436 -0.030 0.760 -0.34 0.51 0.70
H -5.305 2.100 2.174 -0.24 0.04 -0.12
C 0.850 -4.202 1.017 -0.55 -0.65 0.62
C 1.885 -3.936 0.038 0.88 -0.83 -1.32
O 2.562 -5.203 -0.158 -0.16 0.40 -0.15
O 1.390 -4.349 2.298 0.39 0.35 1.45
H 0.384 -5.145 0.794 -0.54 -0.44 -0.50
H 0.103 -3.427 0.961 -0.32 0.47 0.43
H 2.579 -3.253 0.508 0.31 0.74 -0.34
H 1.406 -3.548 -0.877 0.55 -0.05 0.08
H 3.348 -5.094 -0.700 0.00 0.17 -0.05
H 2.360 -4.410 2.282 -0.59 -0.09 -0.27
C -2.679 -1.689 -3.446 -0.48 0.61 -0.56
C -3.990 -2.489 -3.635 1.79 -0.09 0.92
O -4.330 -3.184 -2.447 0.26 0.01 0.52
O -2.730 -0.727 -2.369 -0.77 -0.80 -0.15
H -2.472 -1.139 -4.363 -0.22 0.22 -0.18
H -1.795 -2.307 -3.356 0.09 -0.58 0.53
H -3.823 -3.247 -4.393 -0.18 0.31 -0.73
H -4.784 -1.801 -3.831 -0.63 0.21 -0.44
H -3.521 -3.654 -2.193 -0.39 -0.04 0.17
H -3.527 -0.951 -1.846 0.66 0.19 -0.08
C 0.276 0.228 0.318 0.23 -0.78 0.38
C 0.836 -0.340 -0.978 -0.06 -0.41 1.54
O -0.083 -1.271 -1.516 0.12 0.49 -0.56
O -0.867 1.009 0.201 -0.57 0.45 -0.18
H 1.060 0.761 0.861 0.18 0.12 0.06
H 0.017 -0.682 0.935 0.11 0.95 -0.51
H 1.648 -0.848 -0.473 0.69 -0.90 -0.73
H 1.309 0.325 -1.704 -0.46 0.34 -0.06
H -0.914 -0.781 -1.708 0.21 -0.44 0.08
H -0.609 1.849 -0.208 -0.35 0.24 0.03
C 0.391 5.440 1.263 -0.76 -0.26 -0.27
C -0.872 4.759 0.743 1.41 0.43 -2.52
O -0.501 3.932 -0.420 -1.14 -0.58 1.59
O 1.018 6.235 0.250 -0.08 -0.20 0.13
H 1.066 4.645 1.551 0.26 -0.01 0.65
H -0.022 6.047 2.072 0.82 0.18 0.43
H -1.554 5.567 0.412 -0.07 -0.64 0.23
H -1.297 4.077 1.463 -0.20 0.04 0.26
H -0.023 4.465 -1.036 0.53 0.84 -0.54
H 1.985 6.217 0.361 -0.71 -0.05 0.03
C 4.580 -1.651 -4.959 -1.28 -0.89 1.10
C 3.543 -2.195 -3.877 -0.23 1.56 -0.45
O 2.396 -1.293 -3.917 0.76 -0.10 -0.61
O 4.219 -1.830 -6.313 -0.20 -0.33 0.54
H 5.455 -2.253 -4.793 0.73 0.08 -0.01
H 4.728 -0.591 -4.785 0.30 0.16 0.39
H 3.936 -2.112 -2.826 0.14 -0.41 -1.07
H 3.190 -3.200 -4.135 0.37 0.01 0.13
H 1.726 -1.585 -3.306 -0.48 -0.33 0.49
H 3.504 -1.213 -6.468 -0.34 0.24 -0.32


103
Properties=species:S:1:pos:R:3:forces:R:3 method="wB97M-V/def2-TZVPD" charge=0 e_homo_ev=-8.26 smiles="COCCCCCCCCCCN(P(C)C)S(=O)(=O)F.CO.CO.CO.CO.CO.CO.CO.CO.CO" homo_lumo_gap_ev=8.71
C 4.668 -3.127 0.919 0.07 0.11 0.33
O 4.744 -2.845 -0.461 -0.10 -0.18 -0.37
C 3.472 -2.506 -1.012 -0.05 0.35 0.42
C 3.268 -0.998 -0.943 0.04 -0.24 -0.14
C 1.948 -0.549 -1.562 0.23 0.22 -0.31
C 1.522 0.887 -1.208 -0.05 -0.09 -0.03
C 1.762 1.304 0.252 -0.38 -0.22 0.10
C 0.646 2.183 0.847 -0.04 0.00 -0.26
C -0.313 1.415 1.762 -0.07 0.07 -0.13
C -1.446 0.773 0.960 0.19 -0.09 0.27
C -2.388 -0.105 1.801 -0.03 -0.05 -0.35
C -2.675 -1.492 1.190 0.06 0.01 0.56
N -4.136 -1.827 1.218 0.54 -0.26 -0.94
P -5.171 -1.240 -0.126 -1.44 0.36 0.69
C -4.308 0.257 -0.685 0.59 -0.14 -0.04
C -5.059 -2.405 -1.532 0.26 -0.22 -0.12
S -4.312 -3.400 1.631 0.01 0.33 0.18
O -3.495 -4.263 0.850 -0.06 -0.10 -0.17
O -4.340 -3.544 3.038 0.06 -0.06 0.27
F -5.786 -3.617 1.142 -0.03 0.02 -0.03
H 4.131 -4.063 1.115 0.09 -0.06 -0.12
H 4.172 -2.329 1.478 0.01 0.07 -0.13
H 5.685 -3.192 1.301 0.00 -0.13 -0.05
H 2.692 -3.007 -0.426 -0.08 -0.09 -0.20
H 3.431 -2.864 -2.043 0.02 -0.06 0.03
H 4.106 -0.541 -1.479 -0.02 0.13 0.09
H 3.348 -0.702 0.103 0.04 0.06 -0.03
H 1.140 -1.254 -1.335 0.07 0.01 0.28
H 2.072 -0.597 -2.650 -0.16 -0.11 -0.01
H 2.021 1.596 -1.871 0.02 0.01 0.02
H 0.455 0.978 -1.427 0.07 0.04 0.00
H 1.819 0.395 0.859 0.10 0.06 0.08
H 2.727 1.802 0.354 0.05 -0.08 -0.04
H 1.065 3.039 1.375 0.04 -0.06 0.08
H 0.045 2.569 0.015 0.10 0.26 0.06
H -0.728 2.096 2.511 -0.04 -0.09 0.06
H 0.227 0.625 2.293 0.02 0.11 0.13
H -2.005 1.576 0.475 0.02 -0.07 -0.16
H -0.988 0.170 0.169 -0.08 0.04 -0.07
H -3.346 0.394 1.941 0.04 0.06 0.18
H -1.943 -0.247 2.787 -0.14 0.00 0.06
H -2.164 -2.236 1.803 0.07 -0.06 -0.13
H -2.276 -1.592 0.178 -0.10 0.02 -0.03
H -3.243 0.170 -0.905 -0.04 -0.04 -0.09
H -4.826 0.536 -1.604 -0.07 0.06 0.05
H -4.443 1.044 0.055 -0.07 0.06 -0.06
H -4.830 -1.885 -2.463 0.07 0.03 0.04
H -6.071 -2.797 -1.614 0.02 -0.10 -0.16
H -4.374 -3.244 -1.404 0.13 0.11 0.04
C 6.816 -1.949 -3.432 -0.09 -0.10 0.09
O 5.883 -3.014 -3.337 -0.01 0.15 -0.02
H 7.280 -1.993 -4.415 -0.03 -0.02 -0.02
H 6.322 -0.978 -3.321 0.08 0.05 -0.01
H 7.599 -2.043 -2.674 0.04 0.09 -0.02
H 5.482 -2.952 -2.463 0.13 -0.19 0.11
C -9.277 -2.323 -1.263 0.01 0.24 -0.12
O -8.372 -1.715 -2.183 0.04 0.02 -0.02
H -8.676 -2.879 -0.549 0.00 -0.01 0.00
H -9.854 -1.567 -0.723 0.01 -0.03 0.05
H -9.954 -3.013 -1.763 0.02 -0.06 0.05
H -8.883 -1.213 -2.824 0.01 -0.04 0.02
C 5.502 1.055 2.223 -0.07 -0.02 -0.02
O 4.579 -0.022 2.319 0.01 0.01 0.12
H 5.988 0.970 1.253 0.01 0.00 -0.01
H 4.996 2.023 2.279 0.01 0.01 -0.01
H 6.266 1.005 3.003 0.02 0.00 -0.01
H 4.132 0.043 3.169 -0.04 0.02 -0.05
C 0.964 4.751 -3.125 0.23 -0.11 -0.14
O 2.136 4.059 -2.710 -0.06 0.06 -0.01
H 0.439 5.076 -2.231 0.01 -0.02 0.02
H 1.217 5.621 -3.738 -0.07 0.05 0.04
H 0.307 4.092 -3.698 -0.09 0.07 0.01
H 2.603 3.768 -3.499 0.03 0.01 0.05
C 8.703 -2.632 0.125 0.17 -0.08 -0.07
O 10.003 -2.086 -0.072 -0.05 0.03 0.04
H 7.987 -1.819 0.020 0.00 0.01 0.01
H 8.479 -3.393 -0.627 -0.10 -0.01 0.04
H 8.601 -3.068 1.122 -0.06 0.00 0.00
H 10.643 -2.799 0.010 -0.01 0.03 -0.02
C -10.093 -6.695 -1.344 0.04 0.05 0.03
O -9.571 -5.414 -1.015 -0.02 -0.18 0.05
H -10.712 -6.566 -2.229 0.00 -0.01 0.00
H -9.298 -7.409 -1.576 -0.01 -0.01 -0.02
H -10.712 -7.100 -0.540 -0.02 -0.01 -0.01
H -9.018 -5.511 -0.233 0.01 0.04 -0.03
C -2.472 3.043 -2.810 0.04 -0.03 0.04
O -1.301 2.343 -2.411 -0.18 0.02 -0.13
H -2.974 3.367 -1.902 -0.01 0.00 0.00
H -2.231 3.926 -3.410 -0.01 0.01 0.01
H -3.154 2.404 -3.378 -0.02 0.01 0.01
H -0.847 2.053 -3.209 0.08 -0.06 0.10
C 2.924 4.451 3.739 -0.09 0.00 -0.03
O 1.909 3.474 3.914 0.10 -0.11 0.07
H 3.382 4.271 2.768 0.00 -0.03 0.00
H 2.500 5.456 3.752 0.07 0.04 -0.01
H 3.698 4.378 4.510 0.02 0.00 -0.02
H 1.484 3.638 4.762 -0.08 0.08 -0.09
C 0.193 7.378 4.034 0.02 -0.05 0.03
O 0.590 6.432 5.020 0.02 0.04 0.08
H -0.332 6.824 3.259 0.00 0.00 -0.01
H -0.483 8.130 4.447 -0.01 0.00 -0.01
H 1.053 7.880 3.584 -0.01 0.00 -0.02
H 1.054 6.902 5.718 -0.04 -0.02 -0.01